A structure of composition C2H13F4HfO5 in a non-equilibrium geometry, computed with the ωB97M-V functional and the def2-TZVPD basis.

XYZ file:
```
25
Properties=species:S:1:pos:R:3:forces:R:3:mulliken_charge:R:1
Hf 12.68109 18.24691 -13.76063 -2.5 2.9 -1.7 2.4906
F 12.88522 19.93300 -15.45930 -0.2 -2.1 2.3 -0.7751
F 10.92325 16.88806 -12.93963 2.4 1.5 -0.7 -0.7760
F 12.11600 16.83629 -15.88198 0.8 0.8 2.0 -0.8289
F 11.59382 19.86468 -12.56438 1.7 -2.5 -1.6 -0.7355
C 16.83430 18.31752 -11.90785 -0.3 0.6 -0.9 -0.7282
C 16.03983 19.59486 -12.16635 -2.9 -1.5 0.3 -0.7225
O 14.86106 19.41340 -12.96297 0.6 -0.7 -0.7 -0.6186
H 17.74001 18.69411 -11.43248 0.3 -0.8 0.4 0.3655
H 17.06293 17.86052 -12.87064 0.3 -0.1 -0.1 0.1540
H 16.24790 17.58730 -11.35017 0.2 0.0 0.4 0.1301
H 16.79499 20.34100 -12.41353 -0.3 0.5 -1.0 0.3577
H 15.63509 19.88448 -11.19660 0.3 0.5 0.6 0.3070
O 13.18285 17.76184 -11.37419 0.0 -0.4 0.0 -0.3670
H 13.96965 17.75849 -10.82905 0.5 0.5 -0.3 0.2160
H 12.46947 17.56477 -10.76717 -0.8 0.0 -0.3 0.2265
O 10.40976 18.82915 -14.94497 -0.1 0.0 0.4 -0.4344
H 9.82497 18.21019 -15.38217 0.3 -0.6 0.0 0.2411
H 10.13909 19.68704 -15.27207 0.6 0.4 0.1 0.2335
O 13.53727 15.98894 -13.39728 0.5 0.2 0.1 -0.3646
H 14.00285 15.82374 -12.57742 0.1 0.3 0.3 0.2601
H 13.19116 15.13398 -13.65320 -0.7 0.2 -0.6 0.2460
O 14.59126 17.70984 -15.25005 0.4 -0.2 0.4 -0.3234
H 14.58178 17.26220 -16.09608 -1.0 -0.2 -0.2 0.1984
H 15.36568 18.27137 -15.28431 -0.1 0.7 0.6 0.2477
```
Positions in Å, forces in eV/Å.

## Properties
Total charge: -1
Frontier orbital gap, eV: 7.35
E_tot, eV: -24704.1138
Multiplicity: 1
Energy above the lowest of the compared OMol25 structures with the same formula, charge and spin, eV: 3.342
E_HOMO, hartree: -0.178


A cluster of 4 separate species, C2H13N2O3 in total in a non-equilibrium geometry, computed with the ωB97M-V functional and the def2-TZVPD basis.

XYZ file:
```
20
Properties=species:S:1:pos:R:3:forces:R:3:mulliken_charge:R:1
C 1.84180 1.29718 -0.06853 -0.4 0.0 -0.3 -0.8822
N -1.08455 -0.44979 -1.46080 0.1 -1.4 0.3 -0.4163
C 0.21437 -0.25838 -1.15714 -0.4 1.7 -1.0 -0.0080
N 0.53684 0.69236 -0.34067 -0.1 -0.3 0.0 0.0604
H 2.62675 0.82339 -0.63408 0.1 -0.5 0.0 0.3417
H 1.99434 1.19810 1.00066 0.4 0.3 0.0 0.3123
H 1.80604 2.32430 -0.42664 -0.1 0.2 0.4 0.3522
H -1.72264 -0.07943 -0.79149 -0.5 1.1 0.2 0.2578
H -1.38688 -1.41775 -1.53753 0.5 -0.1 -0.8 0.3348
H 0.95238 -0.70086 -1.81159 0.2 -0.3 0.3 0.5030
H -0.23857 1.02990 0.22749 0.1 0.4 -0.1 0.1574
H -1.76154 -0.90785 0.94574 -0.3 0.1 0.4 0.2314
H -1.55682 -2.27064 1.61671 0.0 0.1 -0.1 0.3037
O -1.28775 -1.73327 0.86032 0.1 -0.5 0.2 -0.5445
H 2.77939 -2.03071 0.48085 0.1 0.1 0.1 0.3038
H 1.30797 -2.05603 0.13489 -0.3 -0.3 0.2 0.2929
O 2.00809 -1.45802 0.39763 0.4 -0.3 0.0 -0.5661
H -2.34511 2.66220 0.43221 -0.2 0.5 -0.2 0.2810
H -2.62219 1.54482 1.43508 -0.2 0.1 0.3 0.3046
O -2.06191 1.79048 0.69687 0.4 -0.8 0.0 -0.6199
```
Positions in Å, forces in eV/Å.

## Properties
Total charge: +1
Frontier orbital gap, eV: 11.56
E_tot, eV: -11401.5246
Multiplicity: 1
Energy above the lowest of the compared OMol25 structures with the same formula, charge and spin, eV: 0.820
E_HOMO, hartree: -0.537


A cluster of 4 separate species, C2H13N3O3 in total in a non-equilibrium geometry, computed with the ωB97M-V functional and the def2-TZVPD basis.

XYZ file:
```
21
Properties=species:S:1:pos:R:3:forces:R:3:mulliken_charge:R:1
H -2.31922 -1.14038 -2.36894 0.2 -0.7 0.2 0.2147
N -2.37086 -0.72843 -1.44990 -0.2 1.3 0.1 -0.6772
C -1.44360 -0.97531 -0.62351 0.2 0.1 -0.8 0.3520
N -0.50415 -1.96777 -0.83190 0.6 -0.3 0.4 -0.3883
N -1.28548 -0.14956 0.54172 -2.7 -1.9 0.2 -0.2340
C -2.69701 0.18905 1.02208 1.3 0.7 1.9 -0.8164
H 0.05165 -2.29208 -0.06142 0.2 0.3 0.1 0.2070
H -0.02314 -2.00151 -1.71448 -0.2 0.0 -0.1 0.2356
H -0.99674 -0.72576 1.32818 0.9 -0.1 -0.4 0.2395
H -2.88066 -0.26129 2.02848 0.2 -0.2 -0.8 0.2688
H -2.64853 1.23422 1.28883 -0.6 0.5 -0.5 0.2611
H -3.47640 -0.10225 0.34572 -0.1 0.2 -0.4 0.3231
O 1.29356 1.09287 -1.29064 -0.1 0.2 0.7 -0.6918
H 1.48234 1.63509 -0.49566 0.3 -0.1 -0.5 0.3262
H 0.61546 0.55243 -0.86395 -0.2 -0.2 -0.4 0.4081
O 3.52399 0.01411 0.85215 -0.1 0.3 1.9 -0.6161
H 3.62146 0.38604 -0.01253 0.0 -0.5 -1.0 0.3212
H 3.67691 -0.92207 0.95212 0.2 -0.1 -0.8 0.2909
O 1.81705 1.92198 1.23945 -0.8 1.1 0.4 -0.6093
H 2.35225 1.39509 1.83453 0.2 -0.2 0.0 0.3180
H 1.23658 2.50341 1.76129 0.5 -0.4 -0.2 0.2669
```
Positions in Å, forces in eV/Å.

## Properties
Frontier orbital gap, eV: 9.56
SMILES string: [H]/N=C(\N)NC.O.O.O
E_tot, eV: -12897.0527
Multiplicity: 1
Energy above the lowest of the compared OMol25 structures with the same formula, charge and spin, eV: 1.152
E_HOMO, hartree: -0.336


A cluster of 5 separate species, C2H13NO4 in total in a non-equilibrium geometry, computed with the ωB97M-V functional and the def2-TZVPD basis.

XYZ file:
```
20
Properties=species:S:1:pos:R:3:forces:R:3:mulliken_charge:R:1
C -0.20715 2.63966 -0.07548 1.7 -0.4 -0.3 -0.7876
C -0.93949 2.18079 0.93289 0.6 0.1 0.7 0.0059
N -0.42461 1.17063 1.75774 0.5 -0.9 -0.2 -0.5035
H 0.85861 2.30162 -0.16750 -1.2 0.0 0.1 0.2115
H -0.45874 3.36171 -0.82851 -0.6 0.2 0.1 0.2735
H -1.85964 2.63352 1.25326 -0.5 0.1 -0.2 0.3740
H -0.17557 0.31174 1.28469 0.1 0.3 0.0 0.2903
H -0.74189 0.93418 2.67931 -0.6 0.6 0.0 0.2126
O 1.66265 -1.72962 -0.41484 -0.3 0.0 0.7 -0.6562
H 2.26809 -1.37280 0.24578 0.3 0.2 -0.3 0.3212
H 1.02715 -2.15677 0.19114 0.1 -0.2 -0.4 0.3751
O -1.31718 -0.90846 -0.74488 0.3 -0.1 0.2 -0.6158
H -1.87616 -0.48779 -1.40223 -0.1 0.0 0.0 0.2965
H -0.45479 -0.48277 -0.85318 -0.1 0.0 -0.1 0.2307
O 1.37016 -0.06135 -2.79517 -0.8 1.0 0.5 -0.6378
H 1.30107 -0.68951 -2.05850 0.7 -0.4 -0.6 0.3842
H 1.84064 -0.37678 -3.55989 0.2 -0.7 0.1 0.2883
O -0.20258 -2.40207 1.49450 -1.2 0.1 0.1 -0.7118
H -0.77545 -2.76226 2.18341 0.6 -0.2 0.3 0.3207
H -0.89513 -2.10368 0.87747 0.3 0.2 -0.4 0.3281
```
Positions in Å, forces in eV/Å.

## Properties
Frontier orbital gap, eV: 8.77
SMILES string: C=CN.O.O.O.O
E_tot, eV: -11964.3542
Multiplicity: 1
Energy above the lowest of the compared OMol25 structures with the same formula, charge and spin, eV: 1.112
E_HOMO, hartree: -0.305


A cluster of 4 separate species, C2H13NO4 in total in a non-equilibrium geometry, computed with the ωB97M-V functional and the def2-TZVPD basis.

XYZ file:
```
20
Properties=species:S:1:pos:R:3:forces:R:3:mulliken_charge:R:1
N -0.41169 1.54704 -0.17348 -1.0 -0.5 -0.2 -0.5460
C -1.63411 1.16649 0.58359 1.0 -0.4 -0.2 -0.1887
C -2.86087 1.83977 0.03686 -0.3 0.3 -0.5 -0.6146
O -3.32261 1.22035 -1.16045 0.0 0.0 0.0 -0.5265
H 0.33781 1.73657 0.46391 0.3 0.5 -0.1 0.2017
H -0.63096 2.33393 -0.77227 0.5 0.2 0.3 0.2058
H -1.49381 1.38742 1.63582 -0.2 0.2 0.3 0.3319
H -1.71035 0.07466 0.49941 -0.5 0.2 0.1 0.1746
H -2.66283 2.90643 -0.18562 0.1 -0.2 0.3 0.3239
H -3.69816 1.80846 0.72891 0.0 -0.1 0.1 0.3102
H -2.67101 1.38991 -1.84688 0.0 -0.1 -0.1 0.3283
O 1.80022 -0.50869 2.37879 -0.1 0.2 -0.5 -0.6305
H 1.38359 -0.17550 1.56738 0.1 -0.2 0.3 0.3012
H 2.64092 -0.86976 2.07323 0.0 0.0 0.1 0.3302
O -0.48363 -3.33894 -1.17932 -0.4 0.2 0.2 -0.6381
H -1.28052 -3.13647 -0.66410 0.3 -0.2 -0.1 0.3180
H -0.47641 -2.65179 -1.85332 0.1 0.0 0.0 0.3172
O 5.55627 -1.27196 -0.28362 0.3 0.0 -0.1 -0.6336
H 5.11336 -0.96379 -1.07955 -0.1 0.0 0.0 0.3187
H 6.46818 -1.42771 -0.56581 -0.2 0.0 0.1 0.3163
```
Positions in Å, forces in eV/Å.

## Properties
Frontier orbital gap, eV: 10.24
SMILES string: NCCO.O.O.O
E_tot, eV: -11964.2045
Multiplicity: 1
Energy above the lowest of the compared OMol25 structures with the same formula, charge and spin, eV: 1.262
E_HOMO, hartree: -0.356


A cluster of 4 separate species, C2H13NO4 in total in a non-equilibrium geometry, computed with the ωB97M-V functional and the def2-TZVPD basis.

XYZ file:
```
20
Properties=species:S:1:pos:R:3:forces:R:3:mulliken_charge:R:1
N -1.88609 -1.16423 0.44954 0.2 -0.6 -2.1 -0.5549
C -1.74608 -0.54915 1.73048 0.6 1.6 0.3 -0.6236
C -0.66454 0.56059 1.84258 -0.3 -1.5 0.7 -0.3426
O 0.62636 -0.04433 1.77267 0.4 1.1 -0.9 -0.5248
H -2.26068 -0.60929 -0.32274 -0.5 0.4 0.9 0.2602
H -1.00074 -1.43132 0.00677 0.0 -0.1 1.0 0.2231
H -2.66781 -0.07459 2.08573 -0.2 -0.4 -0.3 0.3380
H -1.48573 -1.32385 2.45702 -0.1 0.0 0.1 0.3535
H -0.74377 1.30733 1.05752 0.1 -0.1 -0.2 0.3026
H -0.80874 1.06288 2.80282 0.1 0.1 0.1 0.2603
H 0.68329 -0.83181 2.30263 -0.3 -0.3 0.5 0.3076
O 2.64431 4.03389 1.82532 -0.2 -0.8 -0.6 -0.6268
H 2.50842 3.23242 1.29763 -0.7 0.3 -0.2 0.3163
H 3.47767 3.76628 2.19486 0.8 0.4 0.7 0.3110
O -1.34774 -1.97259 -3.59808 -0.9 -0.8 1.5 -0.6338
H -0.98789 -2.04235 -2.68726 -0.1 0.3 -1.2 0.3100
H -0.74688 -1.53845 -4.17890 1.0 0.6 -0.3 0.3348
O 1.95692 -0.68907 -4.00057 -0.2 0.4 -0.9 -0.6030
H 1.58935 -1.17966 -3.28289 -0.3 -0.5 0.8 0.2878
H 2.86037 -0.51269 -3.75514 0.4 0.1 0.1 0.3044
```
Positions in Å, forces in eV/Å.

## Properties
Frontier orbital gap, eV: 9.61
SMILES string: NCCO.O.O.O
E_tot, eV: -11964.0487
Multiplicity: 1
Energy above the lowest of the compared OMol25 structures with the same formula, charge and spin, eV: 1.418
E_HOMO, hartree: -0.346